# 1
Computed, not measured: 2 unconnected molecules or ions with the total composition C5H6 at a distorted geometry, with ωB97M-V/def2-TZVPD.

Computed properties:
Kohn-Sham gap (spin up / spin down)	8.7 / 7.7	eV
ΔE to the lowest compared entry with this formula, charge and spin	146.4	kcal/mol
DFT total energy	-193.84718	Eh
maximum force	4.348	eV/Å

Structure (ORCA input):
```
! wB97M-V def2-TZVPD RIJCOSX def2/J DEFGRID3
* xyz 0 1
C -1.072 -0.019 0.215
C 2.276 1.564 -0.643
C -2.004 -2.205 1.092
C 1.103 1.591 -1.166
C -1.253 -1.162 0.644
H 0.659 1.549 -2.110
H -0.668 0.921 -0.172
H 2.452 1.509 0.498
H 3.202 1.638 -1.160
H -2.060 -2.537 2.219
H -2.634 -2.849 0.585
*
```

# 2
Computed, not measured: 28 unconnected molecules or ions with the total composition C5H61ClN2O28P at a distorted geometry, with ωB97M-V/def2-TZVPD.

Computed properties:
Kohn-Sham gap	6.1	eV
DFT total energy	-3244.53622	Eh
maximum force	2.660	eV/Å

Structure (ORCA input):
```
! wB97M-V def2-TZVPD RIJCOSX def2/J DEFGRID3
* xyz 1 1
C -1.068 2.336 -4.616
P -1.680 2.173 -2.871
O -3.217 1.530 -2.995
C -0.661 0.900 -1.967
C 0.093 1.255 -0.849
C 0.767 0.167 -0.251
N 0.808 -1.088 -0.597
N 0.101 -1.378 -1.661
Cl 0.082 -2.990 -2.166
C -0.599 -0.460 -2.299
H -1.180 3.393 -4.855
H -0.011 2.061 -4.601
H -1.646 1.685 -5.271
H -3.211 0.573 -2.852
H 0.132 2.277 -0.483
H 1.357 0.409 0.639
H -1.164 -0.798 -3.168
O -6.295 2.047 -2.445
H -5.348 2.003 -2.617
H -6.511 2.983 -2.520
O -1.171 1.234 2.248
H -1.779 0.504 2.440
H -0.475 0.826 1.725
O -2.163 0.546 5.361
H -1.690 0.786 4.560
H -1.525 0.014 5.853
O -2.569 3.469 1.095
H -2.419 2.621 1.535
H -2.754 4.080 1.815
O 1.588 -1.857 -5.287
H 2.458 -2.196 -5.545
H 1.463 -2.192 -4.396
O 2.830 -3.530 0.843
H 2.279 -3.083 0.194
H 2.195 -3.843 1.505
O -4.522 0.849 0.148
H -5.249 0.882 -0.485
H -4.220 1.764 0.208
O -8.388 1.987 -0.545
H -7.833 1.688 -1.277
H -9.272 2.040 -0.923
O 3.831 -2.232 -2.345
H 3.893 -3.091 -1.897
H 3.640 -1.609 -1.636
O -8.837 4.074 1.854
H -8.997 3.520 1.083
H -7.880 4.042 1.968
O 1.386 2.207 3.113
H 0.434 2.050 3.110
H 1.530 2.766 2.337
O 3.789 -5.070 -2.672
H 4.328 -4.866 -3.444
H 4.365 -5.633 -2.127
O -2.716 -3.079 -3.723
H -2.883 -3.616 -4.506
H -1.767 -3.141 -3.582
O 3.353 1.081 -2.336
H 2.728 0.375 -2.153
H 4.068 0.637 -2.808
O 4.479 -1.438 -6.059
H 4.460 -0.508 -6.309
H 5.309 -1.538 -5.582
O -1.489 -1.383 7.719
H -1.338 -2.232 8.148
H -1.670 -0.780 8.447
O 1.199 -4.806 3.287
H 1.261 -5.650 3.743
H 0.973 -4.173 3.982
O 3.959 -8.048 -3.504
H 3.081 -8.364 -3.739
H 3.794 -7.239 -3.007
O -6.361 5.508 1.715
H -5.418 5.473 1.525
H -6.587 6.440 1.626
O 1.561 4.823 1.246
H 0.639 5.103 1.261
H 2.054 5.651 1.193
O 0.277 1.718 -6.991
H 0.497 0.826 -7.285
H 0.773 2.290 -7.586
O -0.796 -2.774 4.750
H -1.667 -3.145 4.577
H -0.979 -1.998 5.292
O 3.106 7.445 2.410
H 3.250 6.600 2.851
H 2.972 8.063 3.136
O 3.677 1.803 5.261
H 2.907 1.814 4.680
H 3.951 2.723 5.310
O 6.118 -6.000 -1.368
H 6.567 -5.836 -0.532
H 6.475 -6.844 -1.670
O 2.265 -2.019 3.656
H 2.869 -2.324 2.967
H 1.412 -1.963 3.215
O 5.264 -0.472 6.208
H 4.633 -0.018 5.634
H 4.725 -0.809 6.928
*
```

# 3
Computed, not measured: 2 unconnected molecules or ions with the total composition C5H6Br2 at a distorted geometry, with ωB97M-V/def2-TZVPD.

Computed properties:
Kohn-Sham gap	9.3	eV
ΔE to the lowest compared entry with this formula, charge and spin	74.2	kcal/mol
DFT total energy	-5341.99607	Eh
maximum force	3.523	eV/Å

Structure (ORCA input):
```
! wB97M-V def2-TZVPD RIJCOSX def2/J DEFGRID3
* xyz 0 1
C -0.780 -1.683 2.258
C -0.449 -1.186 1.197
C 0.113 -0.513 -0.036
C -0.114 0.872 0.487
C -1.180 1.311 1.090
Br -2.714 0.369 1.333
H -1.388 -2.184 3.044
H -0.424 -0.758 -0.932
H 1.159 -0.632 -0.136
H 0.775 1.583 0.455
H -1.298 2.227 1.678
Br 1.482 -3.770 1.410
H 0.668 -4.763 0.628
*
```

# 4
Computed, not measured: 2 unconnected molecules or ions with the total composition C5H6Br2N4S at a distorted geometry, with ωB97M-V/def2-TZVPD.

Computed properties:
Kohn-Sham gap (spin up / spin down)	5.0 / 6.2	eV
expectation value of S²	2.028
DFT total energy	-5958.50060	Eh
maximum force	7.644	eV/Å

Structure (ORCA input):
```
! wB97M-V def2-TZVPD RIJCOSX def2/J DEFGRID3
* xyz 2 3
C -1.321 -0.844 -0.411
C -2.595 -0.483 -0.316
C -2.806 -2.313 -1.582
C 2.509 0.959 0.596
C 0.091 0.586 0.390
N -3.388 -1.322 -0.999
N 3.659 0.455 0.517
N -0.477 1.640 0.879
N 1.401 0.293 0.333
S -1.045 -2.318 -1.369
Br -3.507 0.889 0.665
Br -3.532 -3.681 -2.538
H 2.535 2.030 0.907
H 4.444 1.126 0.637
H 3.723 -0.527 0.478
H -1.493 1.582 0.927
H 0.083 2.398 1.247
H 1.719 -0.470 -0.361
*
```

# 5
Computed, not measured: 2 unconnected molecules or ions with the total composition C5H6BrF3O3 at a distorted geometry, with ωB97M-V/def2-TZVPD.

Computed properties:
Kohn-Sham gap (spin up / spin down)	7.4 / 8.6	eV
ΔE to the lowest compared entry with this formula, charge and spin	37.3	kcal/mol
DFT total energy	-3293.31661	Eh
maximum force	5.541	eV/Å

Structure (ORCA input):
```
! wB97M-V def2-TZVPD RIJCOSX def2/J DEFGRID3
* xyz 0 1
C 0.009 -0.663 0.648
C -0.448 -2.995 0.912
C -0.137 2.728 -0.810
C -0.313 0.434 -0.283
C 1.676 -0.145 -1.735
O 0.701 -0.491 1.622
O -0.649 -1.751 0.312
O 0.131 1.651 0.017
F 1.775 -1.295 -2.409
F 2.705 -0.118 -0.866
F 1.910 0.837 -2.596
Br -1.587 0.112 -1.590
H -1.165 -3.197 1.750
H 0.562 -2.980 1.378
H -0.457 -3.904 0.303
H -1.139 2.909 -0.936
H 0.304 2.368 -1.844
H 0.496 3.511 -0.548
*
```

# 6
Computed, not measured: a molecular structure, C5H6CaLiO4 at a distorted geometry, with ωB97M-V/def2-TZVPD.

Computed properties:
Kohn-Sham gap (spin up / spin down)	2.2 / 3.8	eV
ΔE to the lowest compared entry with this formula, charge and spin	19.0	kcal/mol
expectation value of S²	0.756
DFT total energy	-1179.56131	Eh
maximum force	5.841	eV/Å

Structure (ORCA input):
```
! wB97M-V def2-TZVPD RIJCOSX def2/J DEFGRID3
* xyz 2 2
O -3.203 0.546 -1.027
C -2.611 0.075 -0.037
O -3.038 -0.703 0.792
O -1.219 0.449 0.001
C -0.477 0.019 0.959
C 0.882 0.520 1.080
Li -4.867 -0.626 -0.110
H -0.792 -0.917 1.440
H 0.418 1.085 2.029
H 1.496 -0.214 1.619
H 1.106 1.361 0.418
Ca -3.064 1.880 -2.741
C 2.501 -0.726 -0.918
C 3.799 -0.564 -0.664
O 4.904 -0.403 -0.367
H 2.056 -0.040 -1.641
H 2.108 -1.740 -0.831
*
```